This record from OMol25 describes 4 unconnected molecules or ions with the total composition C5H19N2O4 in a non-equilibrium geometry. The level of theory is wB97M-V/def2-TZVPD.

Kohn-Sham gap ... 6.50 eV
LUMO energy ... 2.85 eV
Total charge ... -1
HOMO energy ... -3.656 eV

CARTESIAN COORDINATES (ANGSTROEM)
C1 0.0254 -1.9030 -0.1597
N1 1.0903 -1.7477 0.8275
C2 0.5541 -0.7930 1.8265
C3 -0.6333 -0.7421 -1.0564
C4 -2.0408 -0.4087 -0.5279
N2 0.3173 0.4944 -1.1105
C5 0.2616 1.1196 -2.5102
O1 -0.7037 1.9522 -2.5237
H1 -0.8566 -2.5086 0.3474
H2 0.5919 -2.5127 -0.9519
H3 1.9832 -1.3296 0.5398
H4 -0.0765 -0.1387 1.3718
H5 1.4368 -0.3660 2.2933
H6 -0.1345 -1.3967 2.5051
H7 -0.7249 -1.1524 -2.1291
H8 -2.4907 0.1126 -1.4749
H9 -2.0800 0.3757 0.2321
H10 -2.6633 -1.2407 -0.1054
H11 -0.1275 1.1314 -0.3911
H12 0.1269 0.3480 -3.1653
H13 1.1624 1.6210 -2.6703
H14 3.4200 -0.4885 2.2043
H15 3.3336 -2.0642 2.1457
O2 3.9420 -1.3032 2.2979
H16 -2.1098 1.3054 -2.6488
H17 -3.5305 2.1744 -3.2450
O3 -3.2324 1.4624 -2.4981
H18 0.9346 2.4785 4.2904
H19 1.1866 2.4690 2.7029
O4 1.0375 3.0513 3.5835

***

This record from OMol25 describes 4 unconnected molecules or ions with the total composition C5H19N2O4. The level of theory is wB97M-V/def2-TZVPD.

Kohn-Sham gap ... 10.88 eV
LUMO energy ... -2.48 eV
Total charge ... +1
HOMO energy ... -13.367 eV

CARTESIAN COORDINATES (ANGSTROEM)
O1 -1.2849 1.0927 -0.4662
C1 -0.1734 1.2959 0.0221
N1 0.0676 2.4309 0.6881
C2 1.2979 2.8044 1.3558
C3 0.9840 0.3285 -0.3381
N2 0.3308 -0.7524 -1.1604
C4 1.2386 -1.3374 -2.1766
C5 1.7216 -0.3054 0.8295
H1 -0.7433 2.9915 0.8844
H2 1.3460 3.8896 1.4547
H3 2.1692 2.4818 0.7860
H4 1.3720 2.4175 2.3728
H5 1.6657 0.8681 -1.0066
H6 -0.5270 -0.3745 -1.5912
H7 -0.0024 -1.4812 -0.5129
H8 2.1717 -1.6349 -1.6908
H9 1.4179 -0.6127 -2.9682
H10 0.7257 -2.1745 -2.6645
H11 1.2093 -1.1663 1.2569
H12 2.7524 -0.5622 0.5910
H13 1.7434 0.3787 1.6708
H14 -2.1469 -3.0938 0.8474
H15 -2.3731 -1.9373 -0.1776
O2 -1.7602 -2.2831 0.5178
H16 -2.8586 -0.1230 -1.2581
H17 -3.7518 -1.0756 -2.0740
O3 -2.9272 -1.0374 -1.5831
H18 -1.2721 -0.9171 1.5625
H19 -1.5119 0.0619 2.7589
O4 -0.8809 -0.1729 2.0694

***

This record from OMol25 describes a molecular structure, C5H19N8O5Tl in a non-equilibrium geometry. The level of theory is wB97M-V/def2-TZVPD.

Kohn-Sham gap ... 3.89 eV
LUMO energy ... -11.68 eV
Total charge ... +2
HOMO energy ... -15.567 eV

CARTESIAN COORDINATES (ANGSTROEM)
Tl1 -0.5664 -0.5604 -0.3903
C1 -0.4627 3.4182 0.5099
O1 -0.9258 2.1966 0.2654
H1 -1.2981 4.1635 0.5387
H2 0.0436 3.5790 1.4713
H3 0.1729 3.7834 -0.3191
C2 1.5629 -2.8399 1.8088
O2 0.5145 -2.5000 1.2490
N1 1.8196 -4.0910 2.2258
N2 2.5869 -1.9620 2.0088
H4 1.0597 -4.7489 2.2938
H5 2.6081 -4.3239 2.8049
H6 2.4118 -0.9927 1.8275
H7 3.5224 -2.2884 2.1719
C3 -2.5240 1.3938 -3.0871
O3 -2.4369 0.4404 -2.2985
N3 -2.1677 2.6549 -2.7390
N4 -2.9111 1.2460 -4.3778
H8 -1.8125 2.6738 -1.7990
H9 -2.3568 3.4091 -3.3729
H10 -2.8899 0.2816 -4.6647
H11 -2.9135 2.0248 -5.0099
C4 -2.3241 0.0452 2.9521
O4 -1.4705 -0.5958 2.3090
N5 -2.3111 1.3968 3.0596
N6 -3.3608 -0.5760 3.5478
H12 -1.5199 1.8968 2.7032
H13 -2.9283 1.8402 3.7173
H14 -3.9215 -0.0719 4.2126
H15 -3.2633 -1.5785 3.5738
C5 3.0276 -1.1676 -2.0382
O5 1.8279 -0.9764 -1.7732
N7 3.4641 -1.4032 -3.2773
N8 3.9701 -1.1244 -1.0531
H16 2.8104 -1.5670 -4.0230
H17 4.4325 -1.3748 -3.5448
H18 3.6049 -0.7801 -0.1854
H19 4.9248 -0.9213 -1.2980

***

This record from OMol25 describes 5 unconnected molecules or ions with the total composition C5H19NO4 in a non-equilibrium geometry. The level of theory is wB97M-V/def2-TZVPD.

Kohn-Sham gap ... 8.07 eV
LUMO energy ... 0.20 eV
Structure (SMILES) ... CC/C(C)=C/N.O.O.O.O
HOMO energy ... -7.878 eV

CARTESIAN COORDINATES (ANGSTROEM)
C1 -1.1899 -1.9717 -2.2570
C2 0.1726 -1.3592 -1.9988
C3 0.7236 -1.4353 -0.6069
C4 2.2091 -1.3783 -0.4441
C5 -0.0839 -1.5159 0.4487
N1 0.2273 -1.7810 1.7882
H1 -1.2077 -2.9080 -1.6881
H2 -1.9909 -1.3449 -1.8428
H3 -1.5101 -2.1678 -3.2787
H4 0.9731 -1.7937 -2.6246
H5 0.2527 -0.3334 -2.4052
H6 2.7152 -0.6319 -1.0430
H7 2.6526 -2.3645 -0.6346
H8 2.5433 -1.2298 0.5650
H9 -1.1546 -1.4245 0.3020
H10 1.1342 -1.4130 2.0445
H11 -0.3539 -1.1143 2.3078
O1 0.4167 3.0735 1.7147
H12 -0.4726 3.4098 1.5151
H13 0.9865 3.4676 1.0478
O2 1.4041 0.6638 2.9980
H14 1.2020 1.5428 2.6556
H15 1.1161 0.5319 3.9028
O3 -2.2535 2.7416 0.9438
H16 -2.1307 2.6374 -0.0108
H17 -2.1921 1.8419 1.2809
O4 -1.2939 2.3148 -1.2394
H18 -1.7508 2.5663 -2.0534
H19 -1.1445 1.3758 -1.3876

***

This record from OMol25 describes 4 unconnected molecules or ions with the total composition C5H19NO4S in a non-equilibrium geometry. The level of theory is wB97M-V/def2-TZVPD.

Kohn-Sham gap ... 8.88 eV
LUMO energy ... 0.18 eV
Structure (SMILES) ... CSCC[C@@H](N)CO.O.O.O
HOMO energy ... -8.698 eV

CARTESIAN COORDINATES (ANGSTROEM)
C1 -1.0881 2.1349 2.2336
S1 -0.5733 0.4521 2.6411
C2 1.1287 0.3058 1.9760
C3 1.3059 -0.9795 1.1723
C4 0.8309 -0.9544 -0.2783
N1 1.7622 -0.2291 -1.1464
C5 0.5867 -2.3707 -0.7915
O1 -0.1930 -2.3382 -1.9953
H1 -0.2326 2.7803 2.0474
H2 -1.6570 2.5544 3.0588
H3 -1.6994 2.1635 1.3502
H4 1.7882 0.3265 2.8374
H5 1.3557 1.1813 1.3998
H6 2.3679 -1.2298 1.1502
H7 0.8182 -1.8001 1.6971
H8 -0.1256 -0.4507 -0.3456
H9 2.7223 -0.5598 -0.9691
H10 1.5490 -0.4795 -2.1245
H11 1.5136 -2.8310 -1.1250
H12 0.0941 -3.0051 -0.0470
H13 -1.0413 -1.9691 -1.7946
O2 -1.5673 1.4402 -2.0322
H14 -1.9190 0.6243 -1.5709
H15 -1.4253 1.1883 -2.9406
O3 -2.5915 -0.8572 -0.7040
H16 -2.2798 -0.8205 0.2042
H17 -3.5138 -0.8081 -0.6276
O4 0.8096 2.5402 -0.9591
H18 -0.0531 2.2488 -1.3175
H19 1.3273 1.7421 -0.9989

***

This record from OMol25 describes 4 unconnected molecules or ions with the total composition C5H19NO5 in a non-equilibrium geometry. The level of theory is wB97M-V/def2-TZVPD.

Kohn-Sham gap ... 10.02 eV
LUMO energy ... 0.33 eV
Structure (SMILES) ... N[C@@H](CO)CCCO.O.O.O
HOMO energy ... -9.695 eV

CARTESIAN COORDINATES (ANGSTROEM)
N1 -1.9141 -1.0273 0.3122
C1 -1.0861 -0.3180 1.3000
C2 -1.7366 -0.1237 2.7356
O1 -3.1270 0.1927 2.4747
C3 0.3276 -0.7615 1.2110
C4 1.2829 0.4897 0.7444
C5 0.8237 1.3213 -0.3775
O2 0.7366 0.3740 -1.5222
H1 -2.7854 -0.9188 0.6029
H2 -1.7749 -1.9792 0.0732
H3 -1.2166 0.7409 0.9977
H4 -1.2220 0.7164 3.3864
H5 -1.5984 -1.0038 3.3653
H6 -3.2351 1.0646 2.0566
H7 0.3742 -1.6080 0.5909
H8 0.6731 -1.1219 2.3394
H9 2.2337 0.0377 0.7654
H10 1.3166 0.9886 1.7528
H11 1.6201 1.9175 -0.6908
H12 -0.2638 1.6341 -0.1899
H13 -0.0467 0.5172 -1.9253
O3 -1.7607 0.6115 -1.9385
H14 -2.2032 1.3764 -1.5480
H15 -1.8442 -0.0549 -1.2212
O4 2.3917 -1.4561 -3.6991
H16 1.6755 -1.8741 -3.4671
H17 2.1006 -0.5363 -4.0442
O5 3.4173 0.1908 -1.0038
H18 2.6302 0.1419 -1.6425
H19 4.2111 0.4681 -1.4383

***

This record from OMol25 describes 5 unconnected molecules or ions with the total composition C5H19NO6. The level of theory is wB97M-V/def2-TZVPD.

Kohn-Sham gap ... 10.78 eV
LUMO energy ... 0.48 eV
Structure (SMILES) ... CC(=O)N[C@H](C)CO.O.O.O.O
HOMO energy ... -10.294 eV

CARTESIAN COORDINATES (ANGSTROEM)
C1 0.3982 -1.2966 2.8695
C2 0.5120 -0.3859 1.6869
O1 1.5792 -0.2690 1.0737
N1 -0.5821 0.3385 1.3901
C3 -0.6742 1.2475 0.2492
C4 -0.6121 2.6956 0.7296
C5 -1.9571 0.9842 -0.5622
O2 -1.6989 0.8601 -1.9626
H1 0.7222 -0.7618 3.7629
H2 1.0539 -2.1512 2.7425
H3 -0.6209 -1.6372 3.0401
H4 -1.4319 0.0887 1.8682
H5 0.1828 1.0216 -0.3820
H6 -0.6349 3.3715 -0.1244
H7 0.3263 2.8904 1.2490
H8 -1.4595 2.9161 1.3788
H9 -2.6758 1.7864 -0.3931
H10 -2.4069 0.0318 -0.2802
H11 -1.1306 1.5836 -2.2577
O3 1.8674 -0.9171 -1.6737
H12 2.2590 -0.0883 -2.0041
H13 1.8352 -0.7963 -0.7087
O4 2.6882 1.7831 -0.5560
H14 2.3431 1.1236 0.0817
H15 2.9151 2.5610 -0.0301
O5 -1.2577 -2.7466 0.2223
H16 -1.1120 -3.6913 0.1354
H17 -1.0854 -2.3738 -0.6837
O6 -0.6955 -1.7673 -2.2593
H18 -1.0984 -0.8849 -2.3253
H19 0.2508 -1.5574 -2.1244

***

This record from OMol25 describes a single C5H2 molecule in a non-equilibrium geometry. The level of theory is wB97M-V/def2-TZVPD.

Kohn-Sham gap ... 8.01 eV
LUMO energy ... -1.01 eV
HOMO energy ... -9.020 eV

CARTESIAN COORDINATES (ANGSTROEM)
C1 2.7999 0.6621 0.1939
C2 2.4760 -0.6360 -0.4632
C3 1.5142 0.5088 0.1798
C4 1.2732 -1.1492 0.3107
C5 0.2510 -0.0892 0.0967
H1 -0.3314 0.2138 0.8795
H2 -0.2088 -0.0108 -0.7749

***

This record from OMol25 describes a molecular structure, C5H20BrN10O5Y in a non-equilibrium geometry. The level of theory is wB97M-V/def2-TZVPD.

Kohn-Sham gap ... 8.21 eV
LUMO energy ... -5.34 eV
Total charge ... +2
HOMO energy ... -13.553 eV

CARTESIAN COORDINATES (ANGSTROEM)
Y1 0.4559 1.0349 0.1966
Br1 1.0163 2.6571 2.4028
C1 -2.8212 2.1840 0.4006
O1 -1.5903 2.1504 0.2177
N1 -3.4934 3.3396 0.5055
N2 -3.5355 1.0460 0.5353
H1 -3.0323 4.2207 0.3513
H2 -4.4908 3.4064 0.6098
H3 -3.0748 0.1623 0.4198
H4 -4.5291 1.1223 0.6594
C2 1.5516 -0.8780 -2.5111
O2 1.1583 -0.0288 -1.6726
N3 0.6776 -1.3277 -3.4304
N4 2.7916 -1.3874 -2.5145
H5 -0.2604 -0.9726 -3.4322
H6 0.9575 -1.9159 -4.1972
H7 2.9619 -2.0280 -3.2714
H8 3.5109 -1.0236 -1.9187
C3 -1.0894 -0.4123 3.0438
O3 -0.8100 0.0956 1.9502
N5 -0.2877 -1.3478 3.6455
N6 -2.1995 -0.0730 3.7460
H9 0.6118 -1.4905 3.2260
H10 -0.6714 -1.8582 4.4173
H11 -2.5489 0.8620 3.6167
H12 -2.4246 -0.5900 4.5747
C4 3.9219 1.4600 -0.6419
O4 2.7717 1.4781 -0.1589
N7 4.9727 0.9773 0.0396
N8 4.1993 2.0634 -1.8204
H13 4.8242 0.8127 1.0225
H14 5.8892 0.9205 -0.3635
H15 5.1322 2.2207 -2.1559
H16 3.4556 2.5403 -2.3004
C5 -1.5157 -1.9638 -0.6419
O5 -1.1027 -0.7973 -0.5524
N9 -2.4364 -2.3210 -1.5795
N10 -1.1863 -2.9471 0.2228
H17 -2.7727 -3.2623 -1.6575
H18 -2.7801 -1.5865 -2.1729
H19 -0.4740 -2.7563 0.9043
H20 -1.7328 -3.7859 0.2853

***

This record from OMol25 describes 6 unconnected molecules or ions with the total composition C5H20ClN10O5 in a non-equilibrium geometry. The level of theory is wB97M-V/def2-TZVPD.

Kohn-Sham gap ... 7.95 eV
LUMO energy ... 2.35 eV
Total charge ... -1
HOMO energy ... -5.599 eV

CARTESIAN COORDINATES (ANGSTROEM)
Cl1 0.4017 0.0214 0.3590
C1 -2.1807 -3.0529 -3.8425
O1 -2.6246 -3.7165 -4.7822
N1 -0.9941 -3.0412 -3.4486
N2 -2.9706 -2.3203 -3.1398
H1 -0.7977 -2.5454 -2.5908
H2 -0.2533 -3.3617 -4.0557
H3 -2.6175 -1.8673 -2.3090
H4 -3.9445 -2.1494 -3.3455
C2 -3.1102 -3.9447 2.4203
O2 -4.1190 -4.5653 2.7939
N3 -2.1584 -4.2849 1.5910
N4 -2.9524 -2.7506 2.9142
H5 -2.1953 -5.2013 1.1680
H6 -1.5583 -3.5537 1.2370
H7 -3.6322 -2.2701 3.4861
H8 -2.1040 -2.2952 2.6092
C3 0.2706 4.0439 -4.7012
O3 -0.0560 4.5343 -5.7484
N5 1.1356 4.5946 -3.9578
N6 -0.0566 2.8495 -4.2863
H9 1.7596 5.2872 -4.3465
H10 1.3257 4.0791 -3.1103
H11 -0.4034 2.2417 -5.0146
H12 0.0658 2.4024 -3.3890
C4 1.8594 -3.0725 4.7469
O4 1.9650 -4.2244 5.0786
N7 1.0135 -2.1498 5.0409
N8 2.6062 -2.6357 3.8425
H13 0.3754 -2.1620 5.8237
H14 1.2535 -1.3296 4.5026
H15 2.3339 -1.8651 3.2491
H16 3.3035 -3.3247 3.5993
C5 2.7406 5.5358 0.8597
O5 3.5417 6.3284 0.4325
N9 2.8925 4.3098 0.7225
N10 1.5807 5.8707 1.3278
H17 2.2180 3.5643 0.8191
H18 3.7654 4.0549 0.2832
H19 1.3805 6.8306 1.5697
H20 0.9401 5.1357 1.5913

***

This record from OMol25 describes a molecular structure, C5H20FInO5 in a non-equilibrium geometry. The level of theory is wB97M-V/def2-TZVPD.

Kohn-Sham gap ... 3.00 eV
LUMO energy ... -13.86 eV
Total charge ... +2
HOMO energy ... -16.860 eV

CARTESIAN COORDINATES (ANGSTROEM)
In1 19.2093 -26.1158 -25.0858
F1 17.6222 -26.7843 -22.7803
C1 15.3197 -29.4695 -22.6198
O1 15.2467 -28.0938 -22.5135
H1 15.6970 -29.7528 -23.6190
H2 15.9689 -29.9306 -21.8513
H3 14.3374 -29.9296 -22.5437
H4 16.0848 -27.6121 -22.7064
C2 13.3442 -25.5054 -24.0624
O2 14.6517 -25.2946 -23.6393
H5 13.3524 -25.8548 -25.1266
H6 12.8007 -26.2107 -23.4410
H7 12.8261 -24.5443 -24.2160
H8 14.9285 -25.9856 -23.0249
C3 17.5532 -24.8076 -19.9333
O3 16.8272 -24.8521 -21.1210
H9 17.0708 -25.3904 -19.1106
H10 18.5355 -25.2782 -20.1154
H11 17.6585 -23.7851 -19.5790
H12 17.1065 -25.6468 -21.6231
C4 18.7836 -22.4775 -23.5859
O4 18.4475 -23.8675 -23.6210
H13 19.3442 -22.2256 -22.6835
H14 19.3958 -22.1632 -24.4263
H15 17.8511 -21.9062 -23.6072
H16 17.9694 -24.0738 -22.8064
C5 17.0936 -28.2397 -19.4736
O5 18.1003 -28.0897 -20.4123
H17 16.3189 -28.9581 -19.8067
H18 17.5030 -28.5114 -18.5069
H19 16.5799 -27.2477 -19.3622
H20 17.7450 -27.6476 -21.2130

***

This record from OMol25 describes a molecular structure, C5H20N10O5Ti in a non-equilibrium geometry. The level of theory is wB97M-V/def2-TZVPD.

Kohn-Sham gap (alpha / beta) ... 4.64 / 5.31 eV
<S²> ... 6.013
LUMO energy (alpha / beta) ... -4.83 / -9.71 eV
Total charge ... +2
2S+1 ... 5
HOMO energy (alpha / beta) ... -9.470 / -15.020 eV

CARTESIAN COORDINATES (ANGSTROEM)
Ti1 -0.1961 0.1277 0.1086
C1 0.8635 2.3865 -1.8790
O1 0.8107 1.2251 -1.6003
N1 1.3637 2.8871 -3.0236
N2 0.2722 3.2506 -1.1349
H1 1.3146 3.8850 -3.1715
H2 1.8022 2.2239 -3.6465
H3 0.3651 4.2540 -1.2032
H4 -0.3457 2.8557 -0.4403
C2 2.2029 -0.1872 2.7898
O2 1.3235 -0.1642 1.9597
N3 3.4516 0.2711 2.5926
N4 2.2762 -0.6921 4.0083
H5 3.4560 0.9951 1.8883
H6 4.2313 0.1975 3.2303
H7 1.4473 -1.0346 4.4727
H8 3.1709 -0.6095 4.4696
C3 -2.5797 -2.7635 0.1967
O3 -2.0161 -1.8498 -0.3710
N5 -2.5871 -4.0123 -0.2316
N6 -3.1976 -2.7748 1.3457
H9 -3.2261 -4.5456 0.3406
H10 -2.2311 -4.1833 -1.1611
H11 -3.1630 -1.9338 1.9039
H12 -3.8276 -3.5331 1.5651
C4 -2.9520 1.9473 -0.0533
O4 -1.7601 1.6906 0.1426
N7 -3.5121 1.6540 -1.1269
N8 -3.6644 2.6186 0.7571
H13 -4.4173 2.0492 -1.3379
H14 -3.2771 0.8918 -1.7465
H15 -3.1803 3.0754 1.5168
H16 -4.4946 2.9988 0.3256
C5 2.2480 -1.5902 -1.3806
O5 1.0426 -1.5547 -1.2205
N9 2.9050 -1.6277 -2.4986
N10 3.0431 -1.7447 -0.4219
H17 3.9114 -1.5510 -2.4610
H18 2.3944 -1.5832 -3.3689
H19 2.7184 -1.9821 0.5046
H20 4.0134 -1.5677 -0.6396